1.
{"formula": "C22H33As2Cl2N4O12Sc", "method": "the ωB97M-V functional and the def2-TZVPD basis", "symbols": ["Sc", "N", "C", "C", "C", "C", "N", "C", "N", "N", "C", "O", "O", "H", "H", "H", "H", "H", "H", "H", "H", "H", "H", "H", "H", "H", "H", "Cl", "C", "Cl", "C", "O", "O", "H", "C", "O", "C", "O", "C", "C", "As", "C", "C", "C", "As", "C", "C", "O", "O", "C", "C", "O", "O", "C", "C", "O", "O", "C", "H", "H", "H", "H", "H", "H", "H", "H", "H", "H", "H", "H", "H", "H", "H", "H", "H", "H"], "coordinates": [[0.17056, -0.34927, 0.47132], [1.73906, 1.07751, -0.51773], [2.58829, 0.20420, -1.35785], [4.08663, 0.52207, -1.29131], [4.49015, 1.99639, -1.42866], [5.93648, 2.12376, -1.93938], [6.85090, 1.19935, -1.28480], [7.63280, 1.41746, -0.23586], [7.62600, 2.58215, 0.41099], [8.41573, 0.43260, 0.20393], [2.41894, -1.29093, -0.84959], [3.37757, -2.02385, -0.85151], [1.23063, -1.55423, -0.45648], [1.42729, 1.88975, -1.05750], [2.30278, 1.43653, 0.26286], [2.20681, 0.24376, -2.38751], [4.55284, -0.07490, -2.07644], [4.45365, 0.13326, -0.33654], [4.40371, 2.49631, -0.46057], [3.84648, 2.51364, -2.14262], [6.29841, 3.14810, -1.82452], [5.96012, 1.88706, -3.00557], [6.84093, 0.26059, -1.65872], [7.07265, 3.35184, 0.07544], [8.31942, 2.78944, 1.10961], [8.47142, -0.44851, -0.28018], [9.03453, 0.56808, 0.98723], [-4.13642, 1.40398, -0.20783], [-2.77673, 2.15370, 0.62754], [-3.06816, 2.28734, 2.37173], [-1.52933, 1.31137, 0.45741], [-1.45986, 0.43673, -0.43626], [-0.57708, 1.46107, 1.25967], [-2.63189, 3.15918, 0.22741], [-3.63846, -5.21709, 3.22241], [-2.93781, -5.06824, 1.99008], [-1.97725, -4.21093, 1.81669], [-1.55312, -3.93899, 0.70817], [-1.34992, -3.41278, 2.93187], [-0.58993, -3.87053, 3.91695], [0.60188, -2.88571, 5.24253], [-0.02449, -3.69716, 6.92082], [-0.68430, -1.48994, 4.90027], [-0.50430, -0.88901, 3.68744], [-1.46692, -1.57774, 2.10968], [-3.40144, -1.33273, 1.87506], [0.83722, -0.47855, 3.33069], [1.27484, -0.33392, 2.16845], [1.58858, -0.19365, 4.37504], [2.92241, 0.23430, 4.13561], [-2.07181, -1.72276, 5.37759], [-2.99651, -1.89228, 4.60818], [-2.12922, -1.76722, 6.68331], [-3.37598, -2.06077, 7.31647], [-0.54739, -5.32898, 4.28112], [-1.30642, -5.74700, 5.11173], [0.35707, -6.08556, 3.69499], [1.28079, -5.52666, 2.77370], [-3.27965, -6.09541, 3.76206], [-4.68544, -5.36884, 2.95797], [-3.53415, -4.32593, 3.84498], [0.63531, -4.52165, 7.20022], [-1.03638, -4.08557, 6.84160], [0.02791, -2.93628, 7.70151], [-4.01659, -2.03382, 2.44567], [-3.56445, -1.44684, 0.79306], [-3.65929, -0.31118, 2.17282], [3.47318, 0.02597, 5.04851], [2.93318, 1.30502, 3.93275], [3.33830, -0.30957, 3.28660], [-3.29323, -3.03660, 7.79723], [-4.18359, -2.06609, 6.58427], [-3.54934, -1.29966, 8.07457], [0.77344, -4.98723, 1.96861], [1.81943, -6.37403, 2.35536], [1.98601, -4.86323, 3.29151]], "forces_ev_per_a": [[-0.155, 0.778, -0.508], [0.332, 0.205, -0.039], [0.405, -0.755, 0.236], [-0.224, 0.229, -0.086], [0.140, -0.281, -0.085], [-0.497, 0.302, 0.038], [0.187, -0.270, -0.064], [-0.108, -0.141, -0.036], [-0.070, 0.139, -0.113], [0.131, -0.030, 0.116], [1.918, 0.893, -1.152], [-0.323, -0.085, 0.108], [0.003, -1.539, -0.671], [0.015, -0.272, 0.357], [-0.379, -0.046, -0.275], [0.105, 0.017, 0.226], [0.047, -0.062, 0.034], [0.082, -0.041, -0.136], [-0.101, 0.100, -0.054], [0.015, 0.108, 0.037], [0.052, -0.097, -0.137], [0.105, 0.067, 0.112], [0.121, 0.061, 0.118], [0.037, -0.012, 0.010], [0.020, -0.013, -0.001], [0.029, 0.053, 0.000], [-0.052, -0.031, -0.058], [-0.025, 0.283, -0.016], [-0.407, -0.064, 0.070], [-0.199, 0.261, 0.018], [-0.391, 0.911, 0.367], [-0.682, -0.345, -1.183], [0.109, 0.605, 0.365], [0.034, -0.151, 0.064], [-0.457, -0.165, 0.707], [-0.020, -0.351, -0.415], [0.587, 0.189, -0.280], [-0.238, -0.127, 0.133], [0.268, 0.165, -0.774], [0.071, -0.014, 0.149], [0.163, -0.274, 0.247], [-0.001, -0.097, 0.034], [-0.155, 0.379, -0.727], [-0.464, -0.109, 0.617], [-1.153, -0.993, 1.783], [0.089, 0.125, -0.204], [0.838, 0.204, 0.524], [0.304, -0.085, 1.164], [-0.545, 0.135, -0.444], [0.600, 0.076, -0.187], [-0.996, -0.216, -0.714], [0.235, 0.229, 0.681], [0.447, 0.252, 0.280], [-0.687, -0.110, 0.205], [-0.627, 0.389, 0.018], [0.088, -0.289, 0.040], [-0.085, -0.578, 0.284], [0.482, 0.274, -0.487], [0.023, 0.183, -0.153], [0.141, 0.092, -0.014], [-0.001, -0.097, -0.031], [0.040, 0.115, -0.202], [0.044, 0.065, -0.031], [0.034, 0.011, -0.142], [0.415, 0.095, -0.075], [0.041, 0.046, 0.356], [0.068, -0.256, -0.043], [-0.020, -0.004, -0.054], [-0.044, -0.016, 0.008], [0.096, 0.039, 0.165], [0.033, 0.072, -0.096], [0.102, 0.006, 0.122], [0.055, -0.018, -0.086], [0.099, -0.088, 0.093], [-0.016, 0.103, 0.037], [-0.124, -0.139, -0.150]], "mulliken_charge": [-0.409, -0.195, -0.042, -0.916, -0.251, -1.503, -0.074, 0.861, -0.351, -0.403, 0.415, -0.627, -0.619, 0.299, 0.154, 0.491, 0.565, 0.344, 0.290, 0.418, 0.468, 0.389, 0.277, 0.194, 0.214, 0.197, 0.203, -0.086, 0.130, -0.104, 0.486, -0.586, -0.460, 0.368, -0.424, -0.339, 0.072, -0.556, 0.134, 0.382, 0.249, -1.166, 0.458, 0.386, 1.915, -1.169, -0.156, -0.321, -0.153, -0.880, 0.615, -0.612, -0.260, -0.751, 0.179, -0.553, -0.357, -0.479, 0.296, 0.297, 0.138, 0.427, 0.270, 0.408, 0.433, 0.394, 0.320, 0.298, 0.301, 0.359, 0.285, 0.342, 0.283, 0.206, 0.369, 0.222], "charge": 2, "multiplicity": 1, "e_homo_ev": -13.6, "e_lumo_ev": -6.1, "fmax_ev_per_a": 2.4}


2.
{"formula": "C3H9NO2", "method": "the ωB97M-V functional and the def2-TZVPD basis", "symbols": ["C", "O", "H", "H", "H", "H", "C", "C", "O", "N", "H", "H", "H", "H", "H"], "coordinates": [[0.52455, 2.25148, 1.80776], [-0.78125, 1.67020, 1.94874], [-1.15909, 2.16534, 2.65939], [0.64260, 2.65999, 0.80734], [0.71824, 3.01166, 2.56157], [1.28669, 1.48566, 1.96876], [-0.06325, -2.35343, -1.98011], [-0.05068, -0.90890, -1.54305], [0.21155, -0.01426, -2.30589], [-0.27997, -0.67498, -0.22737], [-0.43092, 0.27294, 0.07348], [-0.48268, -1.36917, 0.45822], [0.13913, -2.38528, -3.04367], [-0.97670, -2.90973, -1.76360], [0.70180, -2.90151, -1.42154]], "forces_ev_per_a": [[0.283, -0.524, -0.002], [0.803, 0.091, -0.331], [-0.826, 0.125, 0.538], [0.015, 0.133, -0.029], [-0.156, 0.233, -0.079], [-0.057, -0.089, -0.157], [0.173, -0.459, 0.290], [-0.080, -0.705, 0.435], [0.020, 0.697, -0.649], [-0.151, 0.465, 0.353], [0.073, 0.111, -0.038], [-0.132, -0.481, -0.052], [0.087, -0.089, -0.042], [-0.238, 0.393, -0.021], [0.188, 0.099, -0.216]], "mulliken_charge": [-0.660, -0.533, 0.323, 0.244, 0.379, 0.241, -1.032, 0.693, -0.604, -0.295, 0.178, 0.173, 0.286, 0.317, 0.290], "multiplicity": 1, "e_homo_ev": -9.6, "e_lumo_ev": 0.7, "smiles": "CC(N)=O.CO", "fmax_ev_per_a": 1.0, "de_lowest_kcal_mol": 20.7}